Record 1
Formula: C16H31BrCl14O5S
Source: the Open Molecules 2025 dataset
Level of theory: ωB97M-V/def2-TZVPD

```
68
Properties=species:S:1:pos:R:3:forces:R:3:mulliken_charge:R:1
C 4.94385 1.90073 0.25677 -0.6686 -0.2345 -0.1411 -1.4546
C 3.93608 1.69897 -0.88142 0.6901 0.5257 0.4170 0.8319
C 2.60151 1.33912 -0.27876 -0.1654 -0.5438 -0.3965 -0.6206
C 1.54367 0.87354 -1.25232 -0.7566 -0.1848 0.0265 0.1492
O 0.21421 1.28020 -0.80352 0.8342 0.0634 0.1477 -0.5994
C -0.44282 0.39450 0.00912 0.4273 0.4643 -0.6926 0.2342
O 0.32250 -0.08834 1.12836 0.5412 0.3575 0.0458 -0.1508
S -0.39793 0.15349 2.51637 -0.7104 -0.2917 -0.8960 0.9322
O -0.46657 -1.09520 3.13644 -0.4471 -1.9202 0.8165 -0.5753
O 0.08605 1.22860 3.25763 1.1755 1.8122 0.4926 -0.5980
O -1.80241 0.56416 1.90443 0.1519 -0.1500 0.1091 -0.2707
C -1.57344 1.17211 0.63098 -0.9631 -0.6903 -0.2138 -0.0927
C -2.88168 1.14850 -0.10915 0.1361 0.1348 -0.3372 -0.1678
Br -3.32953 -0.63686 -0.74952 -0.1775 -0.1558 0.0339 -0.1358
C -2.95057 2.18452 -1.21745 -0.4022 0.1282 -0.0050 -0.4645
C -3.72644 3.40250 -0.74364 0.1374 -0.4648 -0.0852 -1.3636
H 5.69749 2.62930 0.01366 0.4992 0.0641 -0.1091 0.3961
H 4.39719 2.25889 1.11437 -0.0721 0.3522 0.4707 0.3478
H 5.36431 0.95229 0.55392 0.4447 -0.2357 0.0829 0.3516
H 4.31831 0.93869 -1.54860 -0.0815 -0.2494 -0.3934 0.2971
H 3.89391 2.64699 -1.41140 -0.2631 -0.2788 -0.3363 -0.6866
H 2.75277 0.54846 0.44313 0.0455 -0.1621 0.4473 0.2651
H 2.19665 2.18975 0.24397 -0.0941 0.4307 0.3223 0.4894
H 1.65739 1.32793 -2.22301 0.0581 0.2423 -0.3568 0.2203
H 1.54779 -0.21325 -1.38108 0.0018 0.1655 -0.0410 -0.2213
H -0.73725 -0.47792 -0.55728 -0.0870 -0.4006 0.0443 0.2873
H -1.24000 2.19504 0.71571 0.0891 0.4771 0.3761 0.3152
H -3.64117 1.38927 0.60882 -0.4579 -0.1528 0.4049 0.4634
H -1.96572 2.46326 -1.55492 0.4229 -0.0243 -0.2139 0.2425
H -3.49575 1.77208 -2.04720 -0.0315 -0.2728 -0.4709 0.4656
H -3.91214 4.06709 -1.57047 0.1193 0.4939 -0.1682 0.4059
H -3.20896 3.89444 0.06525 0.0863 0.4305 0.2250 0.3370
H -4.68900 3.06783 -0.38940 -0.4275 0.0077 0.2471 0.3677
Cl -2.93392 -1.66924 -4.76809 0.0440 0.0088 -0.0109 -0.1437
C -2.66986 -3.17956 -3.88883 0.0490 -0.0129 0.0567 -0.0964
Cl -4.12029 -3.71540 -3.03199 0.0139 0.0011 0.0250 -0.1498
H -2.38572 -3.94660 -4.59757 -0.0487 -0.0127 -0.0595 0.3458
H -1.88161 -3.02147 -3.16275 -0.0238 0.0600 0.0322 0.0295
Cl 1.09713 -2.66302 -3.16875 -0.0660 0.0529 -0.0877 -0.1579
C 2.17263 -3.36624 -1.94952 0.1182 0.0564 0.0849 0.0166
Cl 3.30001 -2.16547 -1.29125 -0.0418 -0.2717 -0.0299 -0.0946
H 1.56376 -3.75899 -1.14714 0.0143 0.1052 0.0544 -0.2015
H 2.74337 -4.16405 -2.40649 0.0556 0.0408 -0.0938 0.4260
Cl 3.51333 1.37367 -4.78623 -0.0046 0.0663 0.0783 -0.0721
C 2.57242 0.35503 -5.87466 -0.0336 0.0366 -0.0863 -0.0668
Cl 3.56382 -0.33658 -7.16393 -0.0220 -0.0230 -0.0165 -0.1676
H 2.14384 -0.44999 -5.30017 -0.0285 -0.2009 0.1109 -0.0167
H 1.79417 0.95877 -6.32383 0.0277 0.0488 -0.0523 0.3075
Cl 4.96333 4.35004 -3.83097 0.0781 -0.0468 0.0890 -0.1418
C 3.80260 5.50555 -3.18062 -0.0646 0.1685 0.0403 -0.3229
Cl 3.04236 4.97059 -1.66878 -0.0449 0.2071 -0.1592 -0.1100
H 4.32077 6.43298 -2.97450 0.0517 0.0056 0.0180 0.3278
H 3.02983 5.65702 -3.92287 -0.0867 -0.0497 0.0290 0.2602
Cl -4.72220 -1.81859 4.99316 -0.0028 -0.0111 -0.0846 -0.2080
C -3.01703 -1.36113 5.15363 0.0701 -0.0221 -0.0001 0.2111
Cl -2.80234 0.39308 5.17288 -0.0202 -0.0335 0.0513 -0.1799
H -2.63530 -1.76803 6.08182 -0.0378 0.0063 0.0535 0.1322
H -2.46898 -1.76714 4.31418 -0.0077 0.0496 -0.0868 0.0525
Cl -3.07269 -3.60322 8.30165 0.0286 0.0320 -0.0661 -0.1586
C -4.32235 -2.35532 8.42321 -0.0668 0.0191 0.0609 -0.1438
Cl -5.24631 -2.49572 9.92335 -0.0054 0.0388 -0.0064 -0.1722
H -3.84512 -1.38297 8.40041 0.0519 0.0086 0.0743 0.2780
H -4.99831 -2.46198 7.58588 -0.0252 -0.0826 0.0242 0.1967
Cl 2.02457 -5.35961 0.94469 0.0043 -0.0269 0.0435 -0.1638
C 0.40331 -5.04039 1.58856 -0.1016 -0.1180 -0.0110 0.0560
Cl 0.01761 -6.07940 2.96192 0.0003 0.0275 -0.0422 -0.1618
H 0.36030 -4.01285 1.91129 0.0549 0.2124 0.1225 0.0221
H -0.31946 -5.22448 0.80258 0.0150 -0.0781 -0.0084 0.2702
```
Positions in Å, forces in eV/Å.

Values from the calculation:
* HOMO-LUMO gap: 10.62 eV
* multiplicity: 1
* E_LUMO: 0.00344 Eh
* highest occupied orbital energy: -10.5 eV
* charge: 0

***

Record 2
Formula: C16H31CaF3O3P2S
Source: the Open Molecules 2025 dataset
Level of theory: ωB97M-V/def2-TZVPD

```
57
Properties=species:S:1:pos:R:3:forces:R:3:mulliken_charge:R:1
P 0.03555 -1.65721 -2.85636 -0.8947 0.6714 -0.8133 1.5427
P 0.06819 1.64932 -2.69490 0.2208 -0.4726 -0.8530 1.6253
C -0.32416 -0.62835 -4.37474 0.1527 -0.4467 -0.0119 -1.4271
C 0.31356 0.75786 -4.32335 -0.0878 0.3127 0.1614 -1.4034
H -1.42306 -0.57098 -4.47882 0.4187 0.0624 0.0184 0.4044
H 0.07874 -1.19685 -5.22911 -0.3544 0.2107 -0.0459 0.5867
H 1.40300 0.72008 -4.50295 -0.4069 -0.1032 -0.0088 0.4453
H -0.14527 1.41405 -5.08018 0.3739 -0.2092 -0.0820 0.5263
C -1.59466 2.32352 -3.10647 0.1200 0.2877 -0.0438 -1.5663
H -1.90006 3.06116 -2.35210 -0.0584 -0.1869 -0.2240 0.3463
H -2.33867 1.51146 -3.15055 0.2838 0.3243 0.0393 0.3493
H -1.50264 2.80294 -4.09338 -0.3368 -0.0026 0.2749 0.5260
C 1.16247 3.04153 -3.11176 -0.1868 0.3716 -0.1554 -1.4054
H 0.79858 3.47017 -4.05809 0.4094 0.1904 0.2150 0.4234
H 2.18472 2.64840 -3.23219 -0.3369 0.2754 0.0616 0.4048
H 1.13358 3.78668 -2.30643 0.1377 -0.0603 -0.2986 0.3829
C -1.08833 -3.02773 -3.24280 0.2708 -0.4138 -0.4342 -1.4129
H -0.98554 -3.80145 -2.47380 -0.1430 0.0300 -0.2448 0.3829
H -0.81952 -3.41648 -4.23505 -0.3877 -0.2700 0.1677 0.4183
H -2.11738 -2.63829 -3.24561 0.3204 -0.2033 0.0122 0.3726
C 1.68416 -2.26015 -3.38515 -0.0484 -0.3111 -0.0908 -1.6263
H 2.41071 -1.43212 -3.39580 -0.2771 -0.2779 0.0226 0.3791
H 1.57873 -2.67682 -4.39816 0.3048 -0.0079 0.2267 0.4969
H 2.03494 -3.03334 -2.68993 0.0502 0.1416 -0.2137 0.3662
Ca 0.70023 -0.32988 4.93996 -0.1614 -1.1646 -1.2888 1.4077
C 0.47007 1.64478 0.64138 0.3137 0.4038 1.3899 -0.4847
C -0.85294 1.49504 0.54967 -0.4593 1.1054 -0.3722 -0.3435
C -1.67780 0.54954 -0.28180 -0.5409 -0.7454 -0.1737 0.6924
C -2.03791 -0.77602 0.40775 -0.5219 0.4749 -0.8655 -0.8415
C -0.92861 -1.75399 0.53015 0.7413 -0.8007 1.3648 -0.4293
C 0.39445 -1.64885 0.30891 -0.2492 -0.2863 0.9498 -0.4602
C 1.14023 -0.58273 -0.41756 0.2594 1.4693 -0.2037 0.1383
C 1.58936 0.71637 0.30928 0.2461 -1.0317 -0.7008 -0.9727
C 0.06611 -2.52265 5.39937 0.3604 -0.2857 -0.2678 -1.7422
H 0.84164 2.57161 1.12435 -0.4365 -0.5538 -0.0441 0.4031
H -1.46723 2.31243 0.99249 0.5934 -0.5336 -0.3146 0.3418
H -1.22119 0.27909 -1.25088 -0.1233 0.2704 0.6413 -1.1705
H -2.61619 1.07209 -0.54924 0.3484 -0.2071 0.2399 0.5607
H -2.51140 -0.53315 1.37477 0.3167 -0.4528 -0.0698 0.3901
H -2.81131 -1.30000 -0.18022 -0.0510 0.3457 0.1072 0.4169
H -1.28132 -2.69785 0.99076 0.4142 0.4887 -0.1102 0.4056
H 1.03517 -2.45924 0.71676 -0.5978 0.2388 -0.5348 0.3714
H 0.50918 -0.16830 -1.23249 1.0169 -0.6834 0.8398 -1.5453
H 2.03557 -1.06401 -0.85694 -0.3702 0.3551 0.0417 0.6227
H 2.21794 0.42811 1.17157 -0.3083 0.5445 0.0738 0.4136
H 2.25767 1.27023 -0.37908 -0.0813 -0.3230 0.2214 0.3750
H 0.78731 -2.83817 6.18116 -0.3385 -0.1735 -0.1711 0.3727
H 0.28564 -3.12379 4.49437 -0.0566 -0.0620 0.3475 0.3381
H -0.94779 -2.78012 5.71960 0.1267 -0.0089 0.0779 0.3138
F -0.29267 1.64270 8.67436 0.7299 -0.7310 -1.0656 -0.1936
C 0.24205 0.94982 7.65810 -0.5407 -1.2866 1.1705 0.5854
F 1.37901 0.28820 8.07438 -1.5677 1.0977 -0.5047 -0.1973
F -0.67121 -0.06425 7.31109 1.5180 1.6657 0.2183 -0.2101
S 0.62168 2.05974 6.16010 0.2118 0.3147 -1.6808 1.2250
O 0.58613 3.41296 6.63645 0.2034 -1.3068 -0.3854 -0.5317
O 1.92166 1.46408 5.66064 -1.5149 1.1219 1.4101 -0.7211
O -0.41118 1.63887 5.13849 0.9749 0.8277 1.9802 -0.6686
```
Positions in Å, forces in eV/Å.

Values from the calculation:
* HOMO-LUMO gap: 7.52 eV
* multiplicity: 1
* E_LUMO: -0.00981 Eh
* highest occupied orbital energy: -7.8 eV
* charge: 0
* energy above the lowest of the compared OMol25 structures with the same formula, charge and spin: 0.00 kJ/mol

***

Record 3
Formula: C16H31F3O3P2PdS
Source: the Open Molecules 2025 dataset
Level of theory: ωB97M-V/def2-TZVPD

```
57
Properties=species:S:1:pos:R:3:forces:R:3:mulliken_charge:R:1
P -2.80428 -1.00347 -0.38297 -2.7543 -2.1308 -0.6203 1.4063
P 0.13845 -2.78267 -0.34193 -0.2505 -3.5733 -1.7404 1.2207
C -2.59256 -2.66595 -1.16662 1.2298 0.0072 -0.2315 -1.2899
C -1.55325 -3.53884 -0.45167 -0.8828 1.0459 0.6045 -1.2334
H -2.29991 -2.50953 -2.21964 -0.2076 -0.0720 0.3394 0.4169
H -3.58300 -3.14657 -1.15678 0.1587 0.2630 0.0411 0.7056
H -1.87909 -3.75453 0.58127 0.1065 -0.0703 -0.4269 0.4611
H -1.40953 -4.49129 -0.98339 0.1108 0.2429 0.1878 0.6614
C 0.64500 -3.06610 -2.09030 0.4230 1.0241 -0.0329 -1.4244
H 1.69274 -2.78010 -2.22517 -0.1122 -0.1303 -0.0648 0.4286
H 0.04025 -2.45936 -2.77923 0.1804 -0.1975 0.2379 0.4506
H 0.51204 -4.12688 -2.32787 0.0306 0.0922 0.2646 0.4905
C 0.83905 -4.20483 0.55472 0.7373 0.7385 0.9395 -1.2360
H 0.71418 -5.10266 -0.07136 0.0520 0.3863 0.0750 0.4998
H 0.27723 -4.31404 1.49414 0.2948 -0.0903 -0.2298 0.4968
H 1.89570 -4.02235 0.78080 -0.1566 -0.3089 -0.0042 0.4263
C -4.02655 -0.35968 -1.55835 0.4539 1.1131 -0.1151 -1.1932
H -4.27328 0.67395 -1.29038 -0.2131 -0.2079 -0.2005 0.4314
H -4.92336 -0.99851 -1.55499 0.2913 0.1174 0.1870 0.4622
H -3.56332 -0.36804 -2.55572 -0.2237 0.0634 0.2417 0.4405
C -3.70831 -1.50040 1.13433 0.6949 0.6920 0.6045 -1.5070
H -3.07603 -2.13761 1.77296 -0.2012 0.2011 -0.2789 0.4591
H -4.62336 -2.04198 0.87721 0.1090 0.1315 -0.2399 0.4639
H -3.95865 -0.60742 1.71739 -0.1237 -0.1778 -0.0502 0.4515
Pd 1.19187 2.09146 1.30672 2.1270 -0.4454 -1.3884 0.4314
C 1.72746 -0.11836 1.07477 0.8586 -1.3517 -0.9845 -0.5030
C 1.77262 0.00670 -0.30255 0.5705 0.3682 1.5781 -0.2067
C 0.72299 0.04811 -1.35935 -0.7601 -0.1336 -1.0348 0.8036
C -0.02717 1.39266 -1.55846 0.7687 -0.4794 -0.4280 -0.8141
C -0.69438 1.92167 -0.34979 -0.6049 -0.1231 1.1903 -0.3441
C -0.87956 1.35176 0.90569 -0.4072 0.9477 -0.7147 -1.1039
C -0.75177 -0.09341 1.31810 0.0390 -0.4078 0.7361 1.3725
C 0.57945 -0.55932 1.94779 -0.3604 0.8185 -0.0456 -1.7242
C 0.79118 4.00335 1.63485 -0.7436 2.7578 1.0379 -1.0323
H 2.70969 -0.12813 1.57366 -0.3979 0.1091 -0.2739 0.6219
H 2.77039 0.20476 -0.70507 -0.1788 0.0711 0.2214 0.4127
H -0.06309 -0.73375 -1.27061 0.3008 0.3747 -0.0016 -1.2424
H 1.22849 -0.19069 -2.31098 -0.2569 0.1167 0.2868 0.6823
H 0.72322 2.13159 -1.91599 -0.4806 -0.1558 0.2235 0.4757
H -0.75806 1.26574 -2.37985 0.2803 0.1238 0.2395 0.6091
H -1.01434 2.95976 -0.45187 0.0891 -0.1571 0.1815 0.5140
H -1.37044 2.01154 1.63942 -0.0520 -0.5171 -0.3701 0.3942
H -0.81418 -0.74496 0.42071 -0.3395 0.0998 0.0691 -2.1278
H -1.57430 -0.34937 2.00235 0.2513 0.0615 -0.2218 0.9694
H 0.69207 -0.11455 2.95259 -0.0792 -0.3273 -0.2682 0.4443
H 0.55317 -1.65172 2.06750 0.1136 0.1556 0.2231 0.6082
H 1.53506 4.32396 2.38513 -0.4403 -0.1253 -0.2470 0.2826
H -0.25067 4.06514 1.99428 0.4231 0.1404 -0.0497 0.3718
H 0.94098 4.54037 0.68855 -0.0798 -0.2775 0.2250 0.3524
F 5.51933 5.29702 0.46042 -1.5613 -0.5084 0.0611 -0.1998
C 4.19245 5.05787 0.60114 0.6098 1.0866 0.3059 0.6120
F 3.87260 5.25744 1.90480 0.1337 -0.2651 -1.0483 -0.2184
F 3.51531 5.96882 -0.13975 0.5095 -0.9590 0.5851 -0.2261
S 3.74158 3.28931 0.06461 2.0969 -0.3779 0.5728 1.0810
O 2.59983 3.45155 -0.82267 -0.5282 -0.5632 0.3661 -0.5391
O 4.96212 2.74677 -0.49590 -1.3988 0.4786 0.3465 -0.6029
O 3.37593 2.60577 1.36331 -0.2494 0.3051 -0.8611 -0.6434
```
Positions in Å, forces in eV/Å.

Values from the calculation:
* HOMO-LUMO gap (alpha / beta): 5.94 / 3.60 eV
* multiplicity: 5
* E_LUMO (alpha / beta): -0.24086 / -0.40368 Eh
* highest occupied orbital energy (alpha / beta): -12.5 / -14.6 eV
* charge: +2
* energy above the lowest of the compared OMol25 structures with the same formula, charge and spin: 0.00 kJ/mol

***

Record 4
Formula: C16H31FeNP2S
Source: the Open Molecules 2025 dataset
Level of theory: ωB97M-V/def2-TZVPD

```
52
Properties=species:S:1:pos:R:3:forces:R:3:mulliken_charge:R:1
P -1.86260 0.55056 -0.02591 2.1011 -2.6091 -1.7917 2.0200
P 0.75103 -1.46409 -1.94079 0.3785 -1.3172 0.0830 1.2372
C -1.54563 0.24397 -1.86639 -0.1966 0.7329 -0.3616 -1.5179
C -0.95567 -1.09123 -2.39741 -0.4400 0.3215 -0.0752 -0.9856
H -0.94004 1.09665 -2.21093 -0.0690 -0.3397 -0.0928 0.4874
H -2.53971 0.39183 -2.31968 0.3754 -0.2116 -0.2398 0.7225
H -1.59989 -1.94548 -2.12591 0.3522 0.2378 -0.0148 0.4287
H -0.94024 -1.02946 -3.50370 -0.0779 -0.1752 0.3782 0.4593
C 1.84979 -0.50105 -3.01385 0.3476 0.3441 -0.2681 -1.5809
H 2.78258 -0.19134 -2.54639 -0.1627 -0.0915 0.0635 0.4778
H 1.36815 0.39150 -3.41533 -0.0937 0.0100 0.2296 0.4658
H 2.14618 -1.12498 -3.86086 -0.2942 -0.0592 0.0657 0.4415
C 1.20105 -3.16135 -2.40938 -0.0812 -0.4848 -0.6143 -1.4604
H 1.43391 -3.22461 -3.48369 -0.2223 -0.0975 0.3391 0.4697
H 0.41024 -3.88716 -2.16462 0.1884 0.3337 -0.0583 0.3755
H 2.10550 -3.47058 -1.86154 -0.2692 0.3116 -0.0781 0.4168
C -2.56497 2.29518 -0.51716 -1.2438 0.7301 -1.6859 -1.2693
H -3.06693 2.95382 0.24264 0.0404 0.1599 -0.6721 0.0463
H -3.30302 2.09751 -1.31114 0.0402 0.3984 0.2686 0.6081
H -1.73139 2.86688 -0.94758 -0.2185 -0.0637 0.1857 0.4773
C -3.16239 -0.75008 0.08215 -0.5960 -0.0136 -0.2270 -1.4753
H -2.70085 -1.71660 -0.16729 -0.1982 0.1976 0.2251 0.3713
H -3.93671 -0.53125 -0.66593 -0.0087 -0.2034 0.1777 0.3305
H -3.62052 -0.77737 1.08272 0.2123 -0.1116 -0.3760 0.4656
Fe -2.53473 1.77392 1.54994 -1.1228 0.6496 2.3412 -0.3982
C 3.13156 0.24354 1.99936 -0.3433 0.1176 0.5552 -0.6259
C 3.19769 1.16408 1.04848 0.6073 -0.3150 -0.2913 -0.5255
C 2.36985 1.13918 -0.19917 -0.2193 0.6902 -0.2368 -0.5239
C 0.85651 1.08456 0.10403 0.1484 0.8611 0.2039 -0.2718
C 0.23355 -0.26479 0.31382 -2.3720 -0.0784 0.9750 -1.4679
C 0.89372 -1.51600 -0.15860 0.2087 0.6152 0.6417 0.6968
C 2.26454 -1.72269 0.54379 0.1943 -0.4978 -0.2248 -1.3185
C 2.33669 -1.02576 1.94282 -0.1312 -0.8628 -0.1461 -0.3323
C -3.70136 1.77067 3.17311 -0.6971 0.2188 -0.4290 -1.2109
H 3.47268 0.48936 2.99834 0.6330 -0.1052 -0.1217 0.4074
H 3.88959 2.00360 1.13045 -0.4202 -0.0122 0.4045 0.3982
H 2.62720 0.33144 -0.88634 0.1795 0.3733 0.3497 -0.5692
H 2.56209 2.08907 -0.71923 0.0033 -0.2963 -0.1138 0.5353
H 0.64651 1.67420 1.02346 0.3023 -0.2570 -0.6284 -0.1670
H 0.33465 1.67341 -0.69614 0.3596 -0.3793 0.1767 0.2350
H -0.09401 -0.42603 1.35136 0.3684 0.2373 -0.4128 0.6586
H 0.24640 -2.38538 0.10800 0.1563 0.4662 -0.3721 0.6351
H 3.07190 -1.39314 -0.11681 0.0990 0.1389 0.3034 0.4101
H 2.44374 -2.80053 0.65249 -0.0680 0.1180 0.1677 0.5883
H 1.33380 -0.78176 2.33920 0.5146 -0.4075 -0.1426 0.2063
H 2.74456 -1.79631 2.62359 0.0640 0.6055 -0.1097 0.4573
H -3.43110 0.90477 3.79529 -0.2806 0.3306 -0.0705 0.2282
H -4.77353 1.80276 2.91872 0.1577 0.0119 0.6421 0.3282
H -3.35016 2.71610 3.64452 -0.4808 -0.5548 -0.0194 0.3096
S 0.90036 1.79530 4.68081 0.3140 -0.1459 0.1734 -0.4636
C -0.19706 1.72234 3.51174 -2.1309 0.2074 -1.7801 0.6147
N -1.05352 1.71281 2.67089 4.0917 0.2711 2.7042 -0.8462
```
Positions in Å, forces in eV/Å.

Values from the calculation:
* HOMO-LUMO gap (alpha / beta): 5.00 / 5.97 eV
* multiplicity: 5
* E_LUMO (alpha / beta): -0.00582 / -0.00615 Eh
* highest occupied orbital energy (alpha / beta): -5.2 / -6.1 eV
* charge: 0
* energy above the lowest of the compared OMol25 structures with the same formula, charge and spin: 319.16 kJ/mol